# 1
{"formula": "C2H4N2", "method": "the ωB97M-V functional and the def2-TZVPD basis", "elements": ["C", "C", "N", "N", "H", "H", "H", "H"], "coordinates": [[-1.4293, -0.2296, 0.0613], [2.4230, -0.2154, -0.0601], [-2.5171, 0.1235, -0.0365], [1.3724, 0.1991, 0.1388], [-0.4435, -0.6407, -0.0514], [3.3994, -0.6008, -0.1350], [-3.5124, 0.3495, 0.0569], [0.7075, 1.0145, 0.0261]], "forces_ev_per_angstrom": [[-3.4, 0.3, -0.9], [-1.8, 0.8, 0.7], [2.3, -0.8, 0.8], [0.8, 1.6, -0.9], [-0.3, -0.3, 0.3], [1.3, -0.7, -0.2], [0.0, 0.2, -0.2], [1.2, -1.0, 0.4]], "relative_energy_kj_mol": 110.3, "e_homo_ev": -25.411, "charge": 2, "lumo_ev": -10.910, "homo_lumo_gap_ev": 14.5}

***

# 2
{"formula": "C5H6INO3", "method": "the ωB97M-V functional and the def2-TZVPD basis", "elements": ["O", "C", "C", "C", "O", "C", "C", "O", "I", "H", "H", "H", "N", "H", "H", "H"], "coordinates": [[4.2115, -1.2934, -1.4604], [3.2468, -0.6804, -1.4884], [1.9920, -0.2624, -1.5449], [0.8886, -0.8287, -0.7282], [0.6669, -1.9303, -0.3500], [-0.2694, 0.2823, -0.6022], [0.0021, 1.3359, 0.3391], [0.8563, 1.4251, 1.1454], [-1.4869, 2.8971, 0.2418], [1.8810, 0.6842, -2.0849], [-0.5699, 0.8115, -1.5808], [-1.2305, -0.2703, -0.1721], [-2.2601, -0.5374, 1.9525], [-2.7029, -1.4058, 2.2521], [-2.8220, -0.1989, 1.2482], [-2.4034, -0.0285, 2.8329]], "forces_ev_per_angstrom": [[0.9, 0.5, 0.1], [-1.1, -1.7, 0.0], [0.5, 1.0, 0.1], [-1.6, 2.7, -1.3], [0.7, -0.9, 0.5], [-2.0, -2.2, -1.4], [0.4, 0.9, 1.4], [0.4, -0.1, 0.0], [-0.4, 0.4, 0.0], [-0.3, -0.3, 0.4], [0.6, -1.2, 1.2], [2.0, 1.1, -1.0], [1.1, -1.5, 3.1], [0.3, -0.4, -0.6], [-1.7, 1.4, -1.6], [0.2, 0.6, -0.8]], "relative_energy_kj_mol": 98.3, "e_homo_ev": -9.688, "lumo_ev": 0.111, "homo_lumo_gap_ev": 9.8}

***

# 3
{"formula": "C8H6N2O", "method": "the ωB97M-V functional and the def2-TZVPD basis", "elements": ["N", "C", "N", "C", "O", "C", "C", "C", "C", "C", "C", "H", "H", "H", "H", "H", "H"], "coordinates": [[-3.1145, -1.8815, 0.0096], [-2.8705, -0.7650, -0.0573], [-2.5809, 0.5541, -0.0254], [-1.3689, 1.1813, 0.0424], [-1.3792, 2.4054, 0.0112], [-0.0693, 0.4909, 0.0934], [0.0066, -0.9055, 0.0349], [1.2148, -1.5589, 0.0181], [2.3889, -0.7815, -0.0206], [2.2720, 0.5986, -0.0451], [1.0663, 1.2548, -0.0682], [-3.3289, 1.1794, -0.0925], [-0.9532, -1.4496, 0.0270], [1.2006, -2.6736, 0.0024], [3.4338, -1.2451, -0.0720], [3.1672, 1.2483, 0.1468], [0.9152, 2.3479, -0.0047]], "forces_ev_per_angstrom": [[-0.4, -0.7, -0.2], [0.0, 1.1, 0.4], [0.1, -2.1, 0.0], [1.3, 2.3, -0.1], [-0.5, -0.6, 0.1], [-0.6, -1.4, -1.3], [-1.2, 0.1, 0.5], [0.8, -0.7, -0.4], [0.8, -1.1, -0.2], [1.9, 1.3, 0.7], [-0.7, 0.7, 1.2], [-1.3, 1.0, -0.1], [1.3, 0.0, 0.1], [0.3, 1.1, 0.0], [-1.8, 0.6, 0.3], [-0.7, -0.9, -0.8], [0.5, -0.7, -0.3]], "relative_energy_kj_mol": 112.2, "e_homo_ev": -9.939, "lumo_ev": -0.003, "homo_lumo_gap_ev": 9.9}

***

# 4
{"formula": "C5H11OS", "method": "the ωB97M-V functional and the def2-TZVPD basis", "elements": ["C", "C", "C", "C", "C", "O", "S", "H", "H", "H", "H", "H", "H", "H", "H", "H", "H", "H"], "coordinates": [[1.1084, -0.2348, 1.3344], [-0.2608, 0.3084, 1.7574], [0.9006, -1.1450, 0.1359], [-0.9145, 0.8805, 0.5117], [-0.2453, 0.4402, -2.4845], [-1.5951, -1.3594, -0.8555], [-0.5424, -0.4088, -0.7175], [1.7734, 0.5909, 1.0795], [1.5639, -0.7907, 2.1538], [-0.8785, -0.4954, 2.1606], [-0.1543, 1.0724, 2.5270], [1.7536, -1.2137, -0.5302], [0.5565, -2.1391, 0.4136], [-1.9920, 0.9967, 0.5857], [-0.4471, 1.8051, 0.1840], [-0.2402, -0.3703, -3.2012], [0.7019, 0.9607, -2.4294], [-1.0882, 1.1023, -2.6253]], "forces_ev_per_angstrom": [[0.0, 0.1, 0.4], [0.2, 0.0, 0.2], [0.0, 0.6, -0.3], [0.4, -0.3, -0.2], [0.3, -0.8, 2.2], [-0.9, -0.8, -0.1], [0.2, 1.4, -1.7], [0.0, 0.0, 0.0], [0.1, 0.0, -0.1], [0.0, 0.0, 0.1], [-0.1, 0.0, 0.0], [0.0, 0.0, -0.2], [-0.2, -0.1, -0.2], [-0.1, -0.1, -0.3], [0.1, 0.1, -0.1], [0.0, -0.3, 0.1], [0.1, 0.1, -0.1], [-0.2, 0.1, 0.2]], "relative_energy_kj_mol": 32.7, "e_homo_ev": -15.743, "charge": 1, "lumo_ev": -3.562, "homo_lumo_gap_ev": 12.2}

***

# 5
{"formula": "CIN5O2", "method": "the ωB97M-V functional and the def2-TZVPD basis", "elements": ["C", "N", "N", "N", "N", "N", "O", "O", "I"], "coordinates": [[0.2751, -0.1583, -0.0062], [0.7211, 0.9894, -0.0069], [-0.0864, 2.0402, 0.0086], [-1.3390, 1.7039, 0.0011], [-1.6593, 0.5241, 0.0066], [0.6750, -1.4847, 0.0080], [1.8108, -1.5460, -0.3220], [-0.1464, -2.3010, 0.2485], [-3.3553, -0.4342, -0.0373]], "forces_ev_per_angstrom": [[-4.1, 3.4, 0.2], [0.8, -1.7, 0.1], [0.3, 1.5, 0.0], [-1.8, 1.2, -0.1], [4.9, -2.4, 0.2], [-0.6, 1.9, -0.5], [2.7, -1.8, -0.4], [-0.9, -2.1, 0.5], [-1.2, -0.2, -0.1]], "relative_energy_kj_mol": 263.1, "e_homo_ev": -9.852, "lumo_ev": -1.512, "homo_lumo_gap_ev": 8.3}

***

# 6
{"formula": "C38H74BF3N6O11PS", "method": "the ωB97M-V functional and the def2-TZVPD basis", "elements": ["C", "O", "B", "O", "P", "C", "C", "O", "C", "C", "C", "S", "C", "C", "C", "O", "O", "C", "C", "C", "C", "C", "C", "C", "C", "C", "C", "C", "F", "F", "F", "H", "H", "H", "H", "H", "H", "H", "H", "H", "H", "H", "H", "H", "H", "H", "H", "H", "H", "H", "H", "H", "H", "H", "H", "H", "H", "H", "H", "H", "H", "H", "H", "C", "C", "O", "N", "C", "H", "H", "H", "H", "H", "H", "H", "C", "C", "O", "N", "C", "H", "H", "H", "H", "H", "H", "H", "C", "C", "O", "N", "C", "H", "H", "H", "H", "H", "H", "H", "C", "C", "O", "N", "C", "H", "H", "H", "H", "H", "H", "H", "C", "C", "O", "N", "C", "H", "H", "H", "H", "H", "H", "H", "C", "C", "O", "N", "C", "H", "H", "H", "H", "H", "H", "H"], "coordinates": [[-0.2511, 2.1470, 1.9466], [-0.2704, 1.8331, 0.5665], [-1.5303, 1.7572, -0.0477], [-2.4039, 2.7715, 0.3886], [-1.9580, 0.4639, -1.5013], [-3.1588, -0.6159, -0.3302], [-3.3921, -0.1237, 1.0503], [-4.3156, 0.5580, 1.4037], [-0.7681, 1.6230, -2.5716], [0.7275, 1.7427, -2.2258], [1.2229, 3.2033, -2.1074], [2.1728, 3.4419, -0.5629], [-0.5401, -0.7854, -1.0350], [-0.0721, -0.9718, 0.4089], [0.3898, -2.3565, 0.7672], [0.6268, -2.6599, 1.9029], [0.5731, -3.2659, -0.2390], [-3.4028, 1.5669, -2.1952], [-4.8449, 1.0609, -2.3695], [-5.8166, 1.3960, -1.2532], [-5.8878, 2.6537, -0.6603], [-6.7805, 2.8852, 0.3809], [-7.6179, 1.8772, 0.8612], [-7.5796, 0.6199, 0.2698], [-6.6784, 0.4027, -0.7700], [-2.2300, -0.7051, -3.0854], [-3.1391, -1.9402, -3.0750], [-2.4923, -3.2978, -2.9568], [-2.3443, -3.7289, -1.6838], [-3.2933, -4.2440, -3.5344], [-1.3138, -3.4053, -3.5718], [0.6579, 1.7159, 2.3649], [-0.2204, 3.2188, 2.1277], [-1.0964, 1.7272, 2.4882], [-2.1168, 3.6257, 0.0476], [-2.7764, -1.6285, -0.1740], [-4.1707, -0.7675, -0.7056], [-2.7033, -0.4434, 1.8625], [-0.8572, 1.4603, -3.6462], [-1.1848, 2.6213, -2.4207], [1.3053, 1.3286, -3.0519], [1.0869, 1.2183, -1.3444], [0.4145, 3.9209, -2.1978], [1.9233, 3.4219, -2.9091], [2.7546, 4.6163, -0.8505], [0.3432, -0.7476, -1.6737], [-0.9149, -1.7691, -1.3086], [-0.7598, -0.7078, 1.2072], [0.8173, -0.3653, 0.5851], [0.0032, -4.0124, -0.0175], [-3.4699, 2.5533, -1.7386], [-3.1065, 1.8583, -3.2029], [-5.2788, 1.5413, -3.2514], [-4.9606, -0.0085, -2.5306], [-5.2365, 3.4499, -0.9874], [-6.8327, 3.8469, 0.8724], [-8.2915, 2.0500, 1.6879], [-8.1886, -0.2119, 0.5974], [-6.6171, -0.5787, -1.2246], [-2.4932, -0.1213, -3.9637], [-1.2297, -1.0406, -3.3548], [-3.5868, -2.0364, -4.0676], [-4.0140, -1.9797, -2.4323], [3.3306, -4.0961, 0.7437], [4.8330, -4.0154, 0.6393], [5.4034, -3.5300, -0.3256], [5.5569, -4.5111, 1.6842], [5.0616, -5.1142, 2.9067], [2.8890, -3.6691, -0.1450], [3.0151, -5.1377, 0.8260], [2.9757, -3.5431, 1.6124], [6.5535, -4.4323, 1.5598], [5.4051, -4.5433, 3.7715], [5.4335, -6.1369, 2.9966], [3.9777, -5.1355, 2.9140], [9.3438, -0.5466, 0.1805], [8.5532, 0.4556, 0.9885], [9.0511, 1.5102, 1.3687], [7.2651, 0.1537, 1.2802], [6.5171, -1.0397, 0.9123], [10.3490, -0.1564, 0.0345], [9.4066, -1.5012, 0.7048], [8.8783, -0.7029, -0.7938], [6.7951, 0.8648, 1.8178], [5.6469, -0.7667, 0.3169], [6.1764, -1.5457, 1.8178], [7.1269, -1.7239, 0.3370], [-1.9606, 8.0192, -2.5646], [-1.0018, 6.8685, -2.3568], [-1.3852, 5.7220, -2.2214], [0.3289, 7.1581, -2.3234], [0.9717, 8.4487, -2.4643], [-2.9729, 7.6283, -2.5661], [-1.8654, 8.7490, -1.7595], [-1.7706, 8.5107, -3.5197], [0.9115, 6.3472, -2.1783], [1.6493, 8.4375, -3.3204], [1.5509, 8.6773, -1.5675], [0.2374, 9.2328, -2.6129], [11.5771, 2.2879, -1.0008], [12.6003, 1.1841, -0.8702], [12.2882, 0.0041, -0.8481], [13.9075, 1.5522, -0.7721], [14.4632, 2.8909, -0.7766], [10.5879, 1.8488, -1.0633], [11.6058, 2.9428, -0.1302], [11.7621, 2.8740, -1.9026], [14.5396, 0.7727, -0.6859], [15.1583, 3.0043, -1.6109], [15.0048, 3.0737, 0.1534], [13.6794, 3.6334, -0.8735], [-10.8397, -2.3448, 2.9212], [-10.2886, -2.1796, 1.5233], [-9.1234, -1.8946, 1.3174], [-11.1507, -2.3592, 0.4843], [-12.5592, -2.6962, 0.5338], [-10.0374, -2.1696, 3.6306], [-11.6382, -1.6255, 3.1074], [-11.2248, -3.3551, 3.0661], [-10.7211, -2.2326, -0.4187], [-12.7374, -3.6362, 0.0077], [-13.1477, -1.9129, 0.0523], [-12.8958, -2.8029, 1.5590], [-0.0738, -4.7290, 4.3757], [-0.8833, -5.6213, 5.2836], [-0.4277, -6.1079, 6.3075], [-2.1688, -5.8696, 4.9118], [-2.8730, -5.3774, 3.7407], [0.9233, -4.6121, 4.7876], [0.0081, -5.1663, 3.3808], [-0.5337, -3.7449, 4.2929], [-2.6643, -6.4700, 5.5507], [-3.7462, -4.7987, 4.0453], [-3.2089, -6.2159, 3.1278], [-2.2303, -4.7429, 3.1407]], "forces_ev_per_angstrom": [[0.5, 0.2, 0.1], [-0.5, -0.7, -0.2], [0.3, 0.9, 0.6], [-0.2, -0.3, -0.4], [0.4, 0.1, -0.7], [-0.6, -0.7, 0.8], [0.1, -0.2, 0.0], [-0.7, 0.6, 0.3], [0.4, 0.2, 0.4], [0.5, 0.4, -0.5], [0.4, 0.1, -0.3], [-0.2, 0.1, 0.2], [0.0, -0.9, 0.4], [0.9, 0.0, -0.7], [-0.1, 0.5, 0.1], [0.0, -0.6, 0.8], [-0.7, 0.2, -0.3], [-0.6, 0.4, -0.4], [-0.6, 0.4, 0.5], [-0.1, -0.4, 0.5], [-0.3, -0.1, 0.2], [-0.2, -0.3, 0.2], [0.2, -0.2, -0.4], [0.5, 0.1, -0.4], [0.1, 0.4, -0.1], [0.2, -0.2, 0.2], [-0.1, -0.5, -1.1], [-0.7, -0.1, 0.1], [0.4, 0.0, 0.2], [0.0, -0.1, 0.0], [0.4, 0.0, 0.1], [0.1, 0.0, 0.0], [-0.1, 0.2, 0.0], [-0.2, 0.0, -0.1], [0.1, 0.1, 0.2], [0.4, -0.1, -0.3], [0.0, 0.3, -0.3], [0.4, -0.1, -0.2], [-0.1, -0.2, -0.1], [-0.2, 0.1, 0.0], [0.1, -0.3, 0.0], [-0.5, -0.2, 0.2], [-0.2, 0.0, 0.3], [0.0, 0.0, -0.2], [0.0, 0.0, -0.2], [0.1, 0.5, -0.1], [-0.5, 0.1, -0.1], [-0.2, 0.2, -0.1], [0.0, 0.3, 0.2], [0.3, -0.3, 0.0], [0.1, -0.1, 0.5], [0.4, -0.4, -0.2], [0.1, 0.0, -0.3], [0.4, -0.1, -0.2], [0.1, 0.1, 0.0], [0.2, 0.2, -0.1], [0.0, 0.2, 0.1], [0.0, 0.3, 0.1], [0.0, -0.1, 0.0], [-0.4, 0.3, 0.1], [0.2, -0.1, 0.1], [0.0, 0.1, -0.2], [0.2, 0.3, 0.5], [0.4, 0.0, 0.0], [0.0, 0.0, 0.0], [0.0, -0.1, 0.0], [-0.1, 0.0, 0.0], [0.3, 0.1, -0.1], [0.1, 0.0, -0.1], [-0.1, 0.0, 0.1], [-0.1, -0.1, 0.0], [0.0, 0.0, 0.0], [-0.1, 0.0, 0.1], [-0.1, 0.0, 0.1], [0.0, 0.0, 0.0], [0.0, 0.2, 0.1], [0.0, 0.0, 0.0], [0.0, 0.0, 0.0], [0.1, -0.1, 0.0], [0.0, 0.4, 0.3], [-0.2, -0.2, 0.0], [-0.1, 0.0, -0.1], [0.0, -0.1, 0.0], [0.0, 0.0, 0.0], [0.0, -0.1, -0.1], [0.0, -0.1, -0.1], [0.0, 0.0, 0.0], [0.0, 0.0, 0.0], [0.1, -0.1, 0.0], [-0.1, 0.0, 0.0], [-0.1, 0.1, 0.0], [0.1, -0.3, 0.1], [0.0, -0.1, 0.0], [0.0, 0.1, -0.1], [0.0, 0.1, 0.0], [0.0, 0.0, 0.0], [0.0, 0.1, 0.0], [0.0, 0.1, 0.0], [0.0, 0.0, 0.0], [0.0, 0.0, -0.1], [-0.1, 0.0, 0.0], [0.2, 0.1, -0.1], [-0.1, 0.1, 0.0], [0.2, -0.3, 0.0], [0.0, 0.0, 0.1], [0.0, 0.0, 0.0], [0.0, 0.1, 0.0], [0.0, 0.0, 0.0], [0.0, 0.1, 0.0], [0.0, 0.1, 0.0], [0.0, 0.0, 0.0], [0.0, 0.0, 0.0], [0.1, 0.0, 0.0], [-0.1, -0.3, 0.1], [-0.1, 0.0, 0.1], [0.2, 0.1, -0.3], [0.1, 0.0, -0.1], [-0.1, -0.1, 0.0], [-0.1, 0.0, 0.0], [0.0, 0.0, 0.0], [-0.1, 0.0, 0.1], [-0.1, 0.0, 0.1], [0.0, 0.0, 0.0], [0.0, -0.1, 0.1], [0.0, 0.0, 0.0], [0.0, 0.0, 0.0], [0.1, 0.1, -0.1], [-0.1, -0.2, 0.3], [0.0, 0.0, 0.1], [0.0, 0.1, -0.1], [0.0, 0.0, -0.2], [0.0, 0.0, 0.0], [0.0, 0.1, -0.1], [0.0, 0.1, -0.1], [0.0, 0.0, 0.0]], "e_homo_ev": -3.911, "charge": -1, "lumo_ev": 1.996, "homo_lumo_gap_ev": 5.9}

***

# 7
{"formula": "C2H10N2", "method": "the ωB97M-V functional and the def2-TZVPD basis", "elements": ["C", "C", "N", "H", "H", "H", "H", "H", "H", "H", "N", "H", "H", "H"], "coordinates": [[0.0722, -0.6025, 1.3741], [1.3374, -0.0401, 0.7274], [1.0636, 0.6282, -0.5295], [-0.1376, -1.6124, 1.0245], [0.1853, -0.6579, 2.4617], [-0.7388, 0.0850, 1.1405], [1.8084, 0.6962, 1.3739], [2.0552, -0.8336, 0.4934], [0.4536, 0.3461, -1.2678], [1.4482, 1.5382, -0.7010], [-2.0448, -0.0677, -1.6817], [-2.4856, 0.8405, -1.5581], [-1.8662, -0.3171, -0.7145], [-1.1512, -0.0030, -2.1428]], "forces_ev_per_angstrom": [[0.5, 0.1, 0.3], [-0.2, -0.3, -1.1], [0.3, 1.2, -0.3], [-0.2, 0.1, -0.1], [-0.1, 0.0, -0.1], [-0.2, -0.1, 0.1], [0.1, -0.1, 0.1], [0.1, -0.1, 0.7], [-0.1, -0.6, 0.4], [0.1, -0.1, 0.2], [-0.7, -0.1, 0.8], [0.3, 0.1, -0.7], [0.2, -0.4, -0.1], [-0.1, 0.3, -0.2]], "relative_energy_kj_mol": 47.7, "e_homo_ev": -8.636, "lumo_ev": 1.111, "homo_lumo_gap_ev": 9.7}

***

# 8
{"formula": "C2H11N2", "method": "the ωB97M-V functional and the def2-TZVPD basis", "elements": ["N", "H", "H", "H", "H", "C", "N", "C", "H", "H", "H", "H", "H", "H", "H"], "coordinates": [[2.3858, 0.1886, 0.0263], [2.6078, -0.3704, -0.7971], [0.4395, -0.3539, 0.2817], [2.9915, 1.0075, -0.0278], [2.7004, -0.3482, 0.8330], [-1.3531, -1.1591, -0.4410], [-0.5797, -0.2254, 0.4209], [-0.8852, 1.2092, 0.1100], [-1.0527, -0.9779, -1.4695], [-2.4029, -0.9243, -0.3025], [-1.1709, -2.1927, -0.1537], [-0.7976, -0.4349, 1.4407], [-1.8820, 1.4072, 0.4880], [-0.1125, 1.8180, 0.5635], [-0.8884, 1.3564, -0.9723]], "forces_ev_per_angstrom": [[0.2, -0.1, -0.1], [0.0, 0.0, 0.1], [0.0, 0.0, 0.1], [-0.2, 0.0, 0.1], [0.0, 0.0, 0.0], [0.1, 0.2, 0.0], [0.0, 0.2, -0.7], [0.0, -0.5, -0.2], [0.0, -0.1, -0.1], [-0.2, 0.0, 0.0], [0.2, 0.0, 0.1], [0.0, 0.0, 0.2], [0.0, 0.2, 0.2], [-0.1, 0.2, 0.2], [0.1, -0.1, 0.2]], "relative_energy_kj_mol": 16.9, "s_squared": 0.751, "e_homo_ev": [-2.871, -10.980], "spin_multiplicity": 2, "lumo_ev": [1.176, 0.707], "homo_lumo_gap_ev": [4.0, 11.7]}

***

| no. | energy (eV) |
| --- | --- |
| 1 | -5095.5985 |
| 2 | -21013.7637 |
| 3 | -13420.1431 |
| 4 | -18237.9488 |
| 5 | -20674.1870 |
| 6 | -101024.5728 |
| 7 | -5215.8577 |
| 8 | -5229.4057 |